Record 1
# C30H48BaBrN3P2

A structure of composition C30H48BaBrN3P2 at a distorted geometry (the ωB97M-V functional and the def2-TZVPD basis, the OMol25 dataset).

Computed properties:
ΔE to the lowest compared entry with this formula, charge and spin   24.1 kcal per mole
Max |F|   3.49 eV/A
Lowest unoccupied orbital energy (spin up / spin down)   -7.14 / -7.11 eV
Charge   +2

Geometry (Å):
N (6.48493, 3.56787, 0.96303)
C (6.19735, 2.91839, 2.09117)
C (5.40360, 1.76502, 2.14224)
C (4.91402, 1.22693, 0.92162)
C (5.21099, 1.95223, -0.26550)
C (6.02461, 3.08591, -0.19029)
C (4.25884, -0.07598, 0.83619)
Ba (2.27393, -1.60097, 1.73538)
P (-0.87243, -4.11964, -0.04807)
C (3.45718, -0.43855, -0.27103)
C (2.35838, 0.32581, -0.82817)
C (1.75347, -0.13834, -2.03736)
C (0.56614, 0.38765, -2.48772)
C (-0.22695, 1.18051, -1.58869)
C (0.51259, 1.89252, -0.59152)
C (1.77987, 1.48333, -0.22614)
Br (-1.41045, -0.75869, -0.50341)
H (4.76937, -0.89629, 1.41846)
H (3.74114, -1.34210, -0.84677)
H (5.16230, 1.31327, 3.10774)
H (4.85640, 1.61795, -1.24429)
H (6.60825, 3.33318, 3.00874)
H (6.28963, 3.61445, -1.10632)
H (2.28340, -0.89689, -2.62439)
H (2.40060, 2.09105, 0.43851)
H (0.15699, 0.09191, -3.45773)
H (0.02228, 2.72759, -0.06495)
P (-1.90748, 1.76885, -2.08859)
C (0.63893, -3.90846, 0.89453)
C (1.21640, -5.32919, 1.10175)
H (0.37503, -3.44616, 1.87284)
H (1.32466, -3.29977, 0.26036)
H (1.99681, -5.35480, 1.87489)
H (0.42083, -6.02745, 1.41055)
H (1.64764, -5.73898, 0.17474)
C (-0.55674, -3.57121, -1.74903)
C (-1.56429, -4.18827, -2.72144)
H (0.48312, -3.82168, -2.01960)
H (-0.66242, -2.46105, -1.75860)
H (-1.28303, -3.95044, -3.75191)
H (-1.58899, -5.27915, -2.61321)
H (-2.57805, -3.80344, -2.55830)
C (-2.43587, -3.40416, 0.56234)
C (-3.43340, -4.45776, 1.06486)
H (-2.89303, -2.85597, -0.27863)
H (-2.23690, -2.67362, 1.36094)
H (-4.35940, -3.97249, 1.39153)
H (-3.68804, -5.16683, 0.26821)
H (-3.02421, -5.00925, 1.91812)
C (-3.00314, 1.84188, -0.62377)
C (-4.49795, 2.05016, -0.81852)
H (-2.56983, 2.57493, 0.06757)
H (-2.86775, 0.84884, -0.13546)
H (-4.76307, 3.10770, -0.95509)
H (-4.89029, 1.48070, -1.66710)
H (-5.01956, 1.69276, 0.08122)
C (-2.60267, 0.60974, -3.29394)
C (-2.25411, 0.88061, -4.75768)
H (-3.69050, 0.63640, -3.14624)
H (-2.28298, -0.39542, -2.97619)
H (-2.82752, 1.73159, -5.14225)
H (-1.18706, 1.08014, -4.91504)
H (-2.51940, 0.00479, -5.36401)
C (-1.87667, 3.42793, -2.80576)
C (-1.79217, 4.57597, -1.79875)
H (-2.78761, 3.51469, -3.41956)
H (-1.02624, 3.45303, -3.50057)
H (-0.75623, 4.74625, -1.47621)
H (-2.14913, 5.49619, -2.27964)
H (-2.41242, 4.39864, -0.91116)
C (-2.46169, 0.03186, 4.36092)
C (-1.09819, 0.40507, 3.93589)
C (-0.37285, 1.58300, 4.08576)
C (0.87894, 1.37418, 3.49170)
N (0.94654, 0.09103, 3.02385)
N (-0.28455, -0.46369, 3.31943)
C (2.01202, 2.30184, 3.39412)
H (-2.44645, -0.75590, 5.13433)
H (-2.93583, 0.92558, 4.79513)
H (-3.08379, -0.31859, 3.51537)
H (-0.69572, 2.47770, 4.60754)
H (-0.49320, -1.44576, 3.13764)
H (2.11317, 2.85074, 4.34476)
H (2.96483, 1.78748, 3.20672)
H (1.86506, 3.04104, 2.58792)

Cartesian forces (eV/Å) of the 2 atoms listed first:
0.243 -0.134 0.014
-0.449 -0.302 -0.094

Löwdin atomic charge list, values in e, 6 entries:
1 N 0.081
2 C -0.113
3 C -0.023
4 C -0.244
5 C 0.001
6 C -0.108


Record 2
# C30H48F17NO4Sb

A structure of composition C30H48F17NO4Sb at a distorted geometry (the ωB97M-V functional and the def2-TZVPD basis, the OMol25 dataset).

Computed properties:
Max |F|   2.05 eV/A
Lowest unoccupied orbital energy   1.98 eV
Charge   -1

Geometry (Å):
C (1.75531, 3.86442, -0.93512)
C (1.67980, 3.30634, 0.52268)
C (2.48268, 1.98373, 0.73396)
C (1.74097, 1.09786, 1.75638)
Sb (1.05952, -0.84774, 0.89086)
C (-0.13768, 0.28753, -0.59036)
C (-1.57919, 0.60933, -0.15083)
C (-2.28972, 1.35166, -1.32166)
C (-3.67996, 1.86511, -0.84895)
C (-4.69093, 0.71782, -1.02975)
O (-6.01195, 1.23675, -0.93103)
C (-6.91311, 0.26310, -1.47921)
C (0.33439, -2.82378, 0.13356)
C (-1.08796, -2.76138, -0.41908)
N (-1.52085, -4.13761, -0.84250)
C (-2.02986, -4.92537, 0.28262)
C (-3.42935, -4.52225, 0.82763)
C (-2.47082, -4.07965, -1.89696)
C (-3.52653, -2.97359, -2.00976)
O (-2.47570, -4.94170, -2.71481)
C (2.49380, -1.97470, 2.27412)
F (2.78803, -3.15677, 1.63947)
F (3.66826, -1.28850, 2.32332)
C (1.97565, -2.40433, 3.66336)
F (2.68925, -3.49364, 4.09101)
F (0.73456, -2.84994, 3.50254)
C (2.07761, -1.36198, 4.78555)
F (1.20709, -0.37523, 4.52052)
F (3.30397, -0.90698, 4.91346)
C (1.69851, -1.92303, 6.20642)
F (0.75464, -2.85697, 6.18110)
F (2.81006, -2.53035, 6.65877)
C (1.37092, -0.80939, 7.25056)
F (1.82180, -1.24300, 8.43752)
F (2.02278, 0.31481, 7.01739)
C (-0.15443, -0.46956, 7.40475)
F (-0.23617, 0.85458, 7.61610)
F (-0.87871, -0.71812, 6.32507)
C (-0.82586, -1.10241, 8.65440)
F (-0.43594, -0.49692, 9.75328)
F (-0.60092, -2.40512, 8.71836)
C (-2.38723, -0.95396, 8.62454)
F (-2.77531, 0.27880, 8.43148)
F (-2.95630, -1.78713, 7.80022)
F (-2.80282, -1.29114, 9.85135)
H (2.12119, 3.12615, -1.64192)
H (0.73845, 4.12880, -1.25322)
H (2.32186, 4.79692, -0.95228)
H (2.06065, 4.07905, 1.19919)
H (0.62205, 3.16887, 0.75820)
H (3.46786, 2.29363, 1.09448)
H (2.60528, 1.50140, -0.24266)
H (2.39307, 0.95857, 2.62713)
H (0.82354, 1.55481, 2.14229)
H (-0.24604, -0.80960, 2.06938)
H (2.37905, -0.84108, -0.29368)
H (0.31545, 1.25017, -0.85690)
H (-0.10590, -0.29560, -1.52184)
H (-2.17642, -0.28185, 0.05289)
H (-1.53061, 1.29765, 0.69736)
H (-1.64554, 2.17635, -1.64241)
H (-2.38726, 0.68141, -2.18308)
H (-3.99506, 2.74660, -1.40949)
H (-3.59503, 2.06084, 0.22178)
H (-4.48549, -0.02845, -0.24736)
H (-4.50697, 0.22743, -1.99616)
H (-6.99971, 0.42727, -2.55838)
H (-6.54954, -0.74194, -1.24603)
H (-7.87628, 0.41849, -0.98779)
H (0.32725, -3.57433, 0.92642)
H (1.05413, -3.11481, -0.63613)
H (-1.73393, -2.40772, 0.39836)
H (-1.18934, -2.13912, -1.30895)
H (-1.33616, -4.97317, 1.12241)
H (-2.13088, -5.95333, -0.08486)
H (-3.53925, -3.45216, 0.99860)
H (-4.17962, -4.90698, 0.13092)
H (-3.57594, -5.05999, 1.76893)
H (-3.20342, -2.24976, -2.75973)
H (-4.50760, -3.39823, -2.20756)
H (-3.57915, -2.45819, -1.04523)
C (3.75668, 4.15801, -5.89373)
C (3.20321, 4.81174, -4.64869)
O (2.93594, 4.16919, -3.66234)
C (2.99650, 6.30926, -4.68951)
H (3.85537, 3.08757, -5.72885)
H (3.07732, 4.32462, -6.73320)
H (4.74122, 4.57115, -6.12416)
H (2.28775, 6.56726, -5.47860)
H (3.94812, 6.81300, -4.86911)
H (2.59608, 6.64397, -3.73411)
C (4.65619, 1.45150, -8.87709)
C (3.70534, 0.95281, -7.81428)
O (3.93497, 1.11145, -6.63870)
C (2.45597, 0.24841, -8.28409)
H (5.50718, 1.93545, -8.40119)
H (5.01701, 0.61484, -9.47768)
H (4.15191, 2.17592, -9.51930)
H (2.72188, -0.64028, -8.85904)
H (1.85708, 0.92123, -8.90075)
H (1.86729, -0.05477, -7.42061)

Cartesian forces (eV/Å) of the 2 atoms listed first:
-0.723 0.122 0.980
0.367 0.072 -1.015

Löwdin atomic charge list, values in e, 6 entries:
1 C -0.127
2 C -0.264
3 C -0.300
4 C -0.356
5 Sb 1.255
6 C -0.356


Look up the charge of the second one.
-1


What is the formula in the second record?
C30H48F17NO4Sb


Among the records above, which one has the highest charge?
C30H48BaBrN3P2